Here is a structure of composition C10H14N6O3 from the Open Molecules 2025 dataset. Energies are from ωB97M-V with the def2-TZVPD basis set.

CARTESIAN COORDINATES (ANGSTROEM)
N -0.31 -2.64 4.24
C 0.09 -1.98 3.30
N 1.31 -1.65 3.29
C 1.84 -0.85 2.22
N 1.16 -0.37 1.15
C 0.06 -0.87 0.96
N -0.75 -0.72 -0.06
C -2.21 -1.39 0.45
N -2.06 -1.89 1.60
C -0.66 -1.63 2.06
H -3.03 -1.59 -0.27
C -1.00 -0.13 -1.41
O -1.38 1.36 -1.05
C -0.22 2.00 -1.33
C 0.32 2.47 0.07
O -0.36 2.81 0.97
H -0.99 3.55 0.78
H 1.27 3.25 -0.13
H 0.85 1.41 0.49
H -0.55 2.96 -1.78
C 0.62 1.45 -2.31
O 0.44 1.57 -3.79
H -0.62 1.42 -3.75
H 1.89 1.69 -2.31
C 0.27 -0.17 -1.94
N 0.67 -1.11 -2.91
H 0.36 -0.51 -3.72
H 1.58 -1.39 -3.18
H 1.38 -0.30 -1.17
H -1.49 -0.66 -1.93
H 2.81 -0.62 2.19
H -1.48 -2.75 4.23
H 0.18 -2.73 5.04

HOMO-LUMO gap (eV): 8.6
Strongest force on any atom (Eh/bohr): 0.333
ΔE to the lowest compared entry with this formula, charge and spin (kcal/mol): 194.0
E_tot (eV): -25667.978
E_LUMO (eV): 0.56

Löwdin atomic charge list, values in e, 2 entries: 0.1730 -0.5387

Here is a cluster of 2 separate species, C10H14NO in total from the Open Molecules 2025 dataset. Energies are from ωB97M-V with the def2-TZVPD basis set.

CARTESIAN COORDINATES (ANGSTROEM)
C -1.71 -3.56 -1.84
C -2.68 -2.80 -1.20
C -0.34 -3.25 -1.78
C -2.23 -1.65 -0.49
C 0.03 -2.13 -1.15
C -0.91 -1.30 -0.51
C 2.89 2.78 1.67
C 2.53 3.47 0.39
C -1.37 0.59 1.09
C -0.45 -0.15 0.19
N 1.56 2.49 1.06
O 0.78 0.28 0.05
H -1.93 -4.42 -2.52
H -3.68 -3.03 -1.34
H 0.43 -3.85 -2.32
H -3.02 -0.90 -0.24
H 1.04 -1.79 -1.03
H 3.61 1.83 1.58
H 3.05 3.28 2.53
H 2.24 4.47 0.30
H 2.91 3.14 -0.56
H -1.44 0.06 2.07
H -0.83 1.54 1.22
H -2.30 0.71 0.60
H 0.93 3.01 1.59
H 0.90 1.18 0.62

Net charge: +1
HOMO-LUMO gap (eV): 8.8
Strongest force on any atom (Eh/bohr): 0.125
ΔE to the lowest compared entry with this formula, charge and spin (kcal/mol): 58.7
E_tot (eV): -14126.136
E_LUMO (eV): -4.59

Löwdin atomic charge list, values in e, 2 entries: -0.0250 -0.0075

Here is a structure of composition C10H14NO10Re from the Open Molecules 2025 dataset. Energies are from ωB97M-V with the def2-TZVPD basis set.

CARTESIAN COORDINATES (ANGSTROEM)
Re 0.21 0.61 -0.33
O -0.44 2.36 0.71
C -1.42 2.00 1.74
C -2.44 1.05 1.15
N -1.80 -0.14 0.51
C -2.57 -0.55 -0.67
C -2.36 0.51 -1.74
O -3.11 0.73 -2.64
O -1.23 1.19 -1.51
C -1.55 -1.24 1.46
C -0.11 -1.19 1.92
O 0.43 -2.03 2.58
O 0.52 -0.10 1.44
H -0.86 2.95 0.06
H -0.83 1.56 2.54
H -1.88 2.92 2.11
H -3.16 0.75 1.91
H -3.00 1.58 0.37
H -2.18 -1.50 -1.03
H -3.64 -0.66 -0.48
H -2.21 -1.21 2.33
H -1.72 -2.20 0.96
O 1.81 -3.18 -1.19
C 1.62 -1.96 -0.81
O 0.57 -1.35 -1.06
C 2.74 -1.34 -0.02
O 2.59 0.06 -0.01
C 3.45 0.81 -0.88
C 2.62 1.42 -1.99
O 3.07 1.91 -2.97
O 1.31 1.35 -1.73
H 1.05 -3.53 -1.68
H 3.70 -1.65 -0.43
H 2.66 -1.72 1.00
H 4.24 0.19 -1.30
H 3.91 1.60 -0.29

Net charge: +1
Multiplicity: 2
HOMO-LUMO gap (alpha / beta) (eV): 8.8 / 7.6
Strongest force on any atom (Eh/bohr): 0.025
ΔE to the lowest compared entry with this formula, charge and spin (kcal/mol): 5.6
E_tot (eV): -34686.702
E_LUMO (alpha / beta) (eV): -3.73 / -4.60

Löwdin atomic charge list, values in e, 2 entries: 1.7712 -0.1399

Here is a structure of composition C10H14NO14P2PtS from the Open Molecules 2025 dataset. Energies are from ωB97M-V with the def2-TZVPD basis set.

CARTESIAN COORDINATES (ANGSTROEM)
Pt -0.47 0.66 0.14
O 3.55 1.53 -1.47
C 2.37 1.44 -0.90
O 1.46 0.76 -1.33
C 2.23 2.25 0.33
C 3.11 3.22 0.76
C 2.81 3.93 1.92
C 1.64 3.64 2.61
C 0.82 2.63 2.11
N 1.13 1.97 1.02
C -0.46 2.21 2.82
O -0.73 2.65 3.91
O -1.16 1.34 2.16
H 3.59 0.99 -2.28
H 4.00 3.43 0.18
H 3.47 4.70 2.28
H 1.34 4.15 3.51
C -0.68 -1.11 3.90
C -0.99 -2.13 2.81
O -1.20 -3.44 3.27
P -2.40 -1.78 1.68
O -2.89 -3.15 1.10
O -3.59 -1.31 2.59
O -2.07 -0.79 0.60
P 0.37 -2.22 1.47
O 1.59 -2.89 2.24
O -0.17 -3.08 0.39
O 0.79 -0.78 1.20
H -1.56 -0.50 4.14
H 0.12 -0.44 3.59
H -0.37 -1.62 4.80
H -0.84 -3.56 4.15
H -2.21 -3.55 0.52
H -4.41 -1.83 2.54
H 1.77 -3.78 1.92
C -3.55 2.14 -0.15
S -2.19 2.25 -1.29
O -2.54 3.01 -2.43
O -1.03 2.79 -0.50
O -1.76 0.83 -1.58
H -3.83 3.16 0.11
H -3.22 1.58 0.72
H -4.37 1.63 -0.65

Net charge: +1
Multiplicity: 5
HOMO-LUMO gap (alpha / beta) (eV): 8.1 / 4.6
Strongest force on any atom (Eh/bohr): 0.047
ΔE to the lowest compared entry with this formula, charge and spin (kcal/mol): 61.2
E_tot (eV): -73406.228
E_LUMO (alpha / beta) (eV): -4.41 / -7.80

Löwdin atomic charge list, values in e, 2 entries: 1.6341 0.2030

Here is the molecule C10H14O4 from the Open Molecules 2025 dataset. Energies are from ωB97M-V with the def2-TZVPD basis set.

CARTESIAN COORDINATES (ANGSTROEM)
C 0.14 1.00 2.70
C 0.16 -0.43 1.84
C 1.53 -0.62 0.94
C -1.23 -0.72 1.03
C -1.25 -2.26 0.36
C -1.67 0.44 -0.05
O -0.60 1.38 -0.41
C 0.08 1.02 -1.66
C 1.09 2.05 -2.07
C 1.71 1.42 -3.44
O 2.60 2.10 -4.17
O 1.13 0.07 -3.59
C 0.00 -0.27 -2.66
O -0.76 -1.36 -2.70
H 0.58 1.81 1.93
H 0.90 0.99 3.60
H -0.94 1.36 2.98
H 0.23 -1.28 2.69
H 2.16 0.36 0.82
H 2.25 -1.44 1.41
H 1.30 -1.00 -0.17
H -2.10 -0.76 1.85
H -0.24 -2.54 -0.16
H -1.49 -3.01 1.25
H -2.19 -2.35 -0.37
H -2.51 1.09 0.49
H -2.21 -0.07 -0.96
H 1.32 3.03 -1.47

SMILES string: CC(C)[C@H](C)COC1=CC(=O)OC1=O
HOMO-LUMO gap (eV): 8.0
Strongest force on any atom (Eh/bohr): 0.188
ΔE to the lowest compared entry with this formula, charge and spin (kcal/mol): 165.6
E_tot (eV): -18779.365
E_LUMO (eV): -1.89

Löwdin atomic charge list, values in e, 2 entries: -0.1031 -0.3394

Here is a cluster of 2 separate species, C10H14OSe in total from the Open Molecules 2025 dataset. Energies are from ωB97M-V with the def2-TZVPD basis set.

CARTESIAN COORDINATES (ANGSTROEM)
C -2.07 -1.59 1.90
C -1.55 -1.84 0.47
C -0.40 -2.80 0.53
C -1.39 -0.48 -0.12
O -2.26 0.09 -0.71
C -0.03 0.15 -0.14
C 1.03 -0.14 0.76
C 2.24 0.56 0.67
C 2.49 1.28 -0.49
C 1.48 1.58 -1.40
C 0.25 1.03 -1.21
H -2.18 -2.54 2.43
H -2.97 -1.04 1.66
H -1.36 -1.00 2.44
H -2.43 -2.29 -0.04
H -0.53 -3.71 1.02
H -0.13 -3.25 -0.44
H 0.43 -2.23 0.88
H 0.97 -0.72 1.63
H 3.24 0.35 1.31
H 3.52 1.66 -0.70
H 1.61 2.29 -2.20
H -0.60 1.22 -1.92
Se 0.31 4.89 -1.45
H 0.90 4.57 -2.84
H -0.56 3.93 -2.04

SMILES string: CC(C)C(=O)c1ccccc1.[SeH2]
HOMO-LUMO gap (eV): 9.5
Strongest force on any atom (Eh/bohr): 0.060
ΔE to the lowest compared entry with this formula, charge and spin (kcal/mol): 5.7
E_tot (eV): -77988.798
E_LUMO (eV): 0.43

Löwdin atomic charge list, values in e, 2 entries: -0.0393 -0.3418

Here is the molecule C10H14S from the Open Molecules 2025 dataset. Energies are from ωB97M-V with the def2-TZVPD basis set.

CARTESIAN COORDINATES (ANGSTROEM)
C 0.46 0.56 1.16
C -0.19 -0.76 1.36
C 0.81 1.12 0.01
C -1.35 -1.01 0.86
C 1.20 -0.90 -1.52
C 0.66 0.44 -1.32
C 0.57 -1.70 2.29
C 1.38 2.50 -0.03
C -2.57 -1.63 0.41
C -0.49 0.97 -2.16
S 2.29 0.27 -2.20
H 0.65 1.08 2.09
H 0.76 -1.65 -2.15
H 0.62 -2.69 1.85
H 0.07 -1.77 3.26
H 1.58 -1.33 2.44
H 2.31 2.52 -0.61
H 1.59 2.86 0.98
H 0.67 3.19 -0.49
H -2.62 -2.69 0.69
H -2.64 -1.59 -0.68
H -3.44 -1.12 0.83
H -0.44 2.06 -2.24
H -1.44 0.71 -1.68
H -0.47 0.55 -3.16

HOMO-LUMO gap (alpha / beta) (eV): 7.1 / 8.6
Strongest force on any atom (Eh/bohr): 0.016
ΔE to the lowest compared entry with this formula, charge and spin (kcal/mol): 110.0
E_tot (eV): -21426.788
E_LUMO (alpha / beta) (eV): -0.13 / 0.76

Löwdin atomic charge list, values in e, 2 entries: -0.0317 -0.3235

Here is the molecule C10H14Si from the Open Molecules 2025 dataset. Energies are from ωB97M-V with the def2-TZVPD basis set.

CARTESIAN COORDINATES (ANGSTROEM)
C -2.60 -0.78 2.02
Si -1.35 -0.92 0.50
C -0.07 -2.33 0.75
C -1.92 -1.12 -1.30
C -0.25 1.11 0.68
C 0.48 1.58 -0.49
C 0.97 1.94 -1.71
C 2.37 1.81 -1.76
C 3.15 1.47 -0.66
C 2.60 1.07 0.59
C 1.23 1.08 0.57
H -2.23 0.02 2.61
H -3.52 -0.43 1.63
H -2.78 -1.63 2.61
H -0.35 -2.80 1.67
H -0.16 -2.93 -0.13
H 0.90 -1.89 0.69
H -2.31 -0.30 -1.83
H -1.01 -1.50 -1.84
H -2.65 -1.89 -1.37
H -0.95 1.77 1.28
H 0.29 2.19 -2.46
H 2.98 2.27 -2.49
H 4.15 1.28 -1.03
H 3.04 0.91 1.49

SMILES string: C[Si](C)(C)C1c2ccccc21
HOMO-LUMO gap (eV): 8.4
Strongest force on any atom (Eh/bohr): 0.078
ΔE to the lowest compared entry with this formula, charge and spin (kcal/mol): 110.1
E_tot (eV): -18470.835
E_LUMO (eV): 0.88

Löwdin atomic charge list, values in e, 2 entries: -0.1755 0.7636